Record 1
Formula: C44H58N3O11P
Source: OMol25
Level of theory: the ωB97M-V functional and the def2-TZVPD basis

The geometry in ORCA input format:
```
! wB97M-V def2-TZVPD RIJCOSX def2/J DEFGRID3
* xyz 0 1
C -5.037 -2.717 11.435
C -4.829 -1.413 12.212
C -3.899 -0.432 11.492
C -2.472 -0.978 11.279
C -1.797 -0.443 10.013
C -0.618 -1.316 9.533
C 0.569 -0.510 8.979
C 1.262 -1.227 7.810
C 0.456 -1.127 6.493
C 1.290 -0.639 5.293
C 1.904 -1.804 4.504
C 2.274 -1.550 3.051
O 3.508 -0.929 2.820
C 3.865 0.221 3.586
C 3.157 1.514 3.215
C 3.672 2.143 1.903
C 2.599 2.900 1.116
C 2.402 -2.871 2.222
C 1.609 -2.574 0.920
C 2.161 -3.228 -0.348
O 2.059 -2.442 -1.512
C 0.792 -2.289 -2.035
C 0.388 -1.003 -2.357
C -0.872 -0.784 -2.895
C -1.726 -1.857 -3.124
C -1.308 -3.143 -2.824
C -0.052 -3.366 -2.279
P -0.139 -3.095 1.278
O -0.532 -4.367 0.627
C 1.539 -1.055 1.025
O 1.718 -0.174 0.253
O 1.227 -0.837 2.373
H -4.221 -3.420 11.613
H -5.957 -3.218 11.735
H -5.054 -2.523 10.361
H -4.413 -1.622 13.202
H -5.800 -0.930 12.348
H -4.338 -0.180 10.522
H -3.816 0.478 12.089
H -1.872 -0.649 12.131
H -2.473 -2.069 11.266
H -2.532 -0.393 9.207
H -1.434 0.571 10.199
H -0.275 -1.949 10.353
H -0.992 -1.964 8.737
H 0.194 0.448 8.608
H 1.292 -0.333 9.777
H 2.264 -0.811 7.682
H 1.373 -2.276 8.096
H -0.370 -0.431 6.654
H 0.037 -2.111 6.274
H 2.083 -0.017 5.707
H 0.688 -0.015 4.633
H 2.796 -2.209 4.990
H 1.168 -2.612 4.499
H 3.771 0.018 4.652
H 4.933 0.351 3.395
H 3.385 2.209 4.031
H 2.073 1.409 3.201
H 4.135 1.365 1.294
H 4.460 2.852 2.170
H 3.030 3.788 0.647
H 2.176 2.299 0.314
H 1.793 3.246 1.764
H 3.462 -2.974 1.993
H 2.072 -3.780 2.721
H 3.216 -3.454 -0.197
H 1.652 -4.189 -0.475
H 1.066 -0.178 -2.186
H -1.167 0.233 -3.121
H -2.709 -1.678 -3.541
H -1.963 -3.981 -3.017
H 0.266 -4.372 -2.044
H -0.943 -2.001 0.907
H -0.201 -3.124 2.680
C -1.026 2.296 -7.219
C -1.191 1.432 -6.147
C -1.943 0.278 -6.291
C -2.516 0.010 -7.520
C -2.374 0.861 -8.601
C -1.621 2.013 -8.441
N -3.291 -1.230 -7.685
O -3.418 -1.953 -6.717
O -3.756 -1.466 -8.783
H -0.421 3.177 -7.109
H -0.724 1.654 -5.197
H -2.071 -0.406 -5.466
H -2.838 0.626 -9.547
H -1.491 2.689 -9.274
C 0.335 -3.967 -11.053
C 0.581 -2.843 -11.830
C 0.821 -1.619 -11.226
C 0.813 -1.551 -9.846
C 0.565 -2.655 -9.052
C 0.323 -3.872 -9.667
N 1.073 -0.256 -9.194
O 1.249 0.712 -9.906
O 1.087 -0.237 -7.982
H 0.149 -4.921 -11.529
H 0.586 -2.918 -12.908
H 1.011 -0.735 -11.815
H 0.558 -2.563 -7.976
H 0.125 -4.747 -9.063
C 1.109 8.999 -5.830
C 0.953 8.116 -4.769
C 0.213 6.957 -4.932
C -0.358 6.706 -6.166
C -0.220 7.571 -7.235
C 0.522 8.728 -7.059
N -1.133 5.468 -6.351
O -1.255 4.730 -5.394
O -1.597 5.251 -7.451
H 1.692 9.901 -5.699
H 1.411 8.329 -3.813
H 0.081 6.261 -4.118
H -0.681 7.344 -8.184
H 0.643 9.417 -7.883
*
```

Properties
HOMO level (eV): -8.5975
Structure (SMILES): CCCCCCCCCCC[C@@]1(OCCCC)C[C@@](COc2ccccc2)([PH2]=O)C(=O)O1.O=[N+]([O-])c1ccccc1.O=[N+]([O-])c1ccccc1.O=[N+]([O-])c1ccccc1
Gap between HOMO and LUMO (eV): 8.0

Löwdin population analysis, charges in e, atoms 1 to 99: atom 1 (C): -0.12, atom 2 (C): -0.27, atom 3 (C): -0.23, atom 4 (C): -0.22, atom 5 (C): -0.21, atom 6 (C): -0.21, atom 7 (C): -0.22, atom 8 (C): -0.21, atom 9 (C): -0.19, atom 10 (C): -0.18, atom 11 (C): -0.09, atom 12 (C): -0.48, atom 13 (O): -0.05, atom 14 (C): -0.18, atom 15 (C): -0.18, atom 16 (C): -0.24, atom 17 (C): -0.10, atom 18 (C): -0.04, atom 19 (C): -0.36, atom 20 (C): -0.15, atom 21 (O): -0.04, atom 22 (C): -0.28, atom 23 (C): -0.01, atom 24 (C): -0.08, atom 25 (C): -0.10, atom 26 (C): -0.07, atom 27 (C): -0.03, atom 28 (P): 0.81, atom 29 (O): -0.40, atom 30 (C): -0.43, atom 31 (O): 0.19, atom 32 (O): 0.02, atom 33 (H): 0.06, atom 34 (H): 0.07, atom 35 (H): 0.07, atom 36 (H): 0.11, atom 37 (H): 0.10, atom 38 (H): 0.10, atom 39 (H): 0.11, atom 40 (H): 0.11, atom 41 (H): 0.10, atom 42 (H): 0.11, atom 43 (H): 0.11, atom 44 (H): 0.11, atom 45 (H): 0.11, atom 46 (H): 0.10, atom 47 (H): 0.11, atom 48 (H): 0.10, atom 49 (H): 0.11, atom 50 (H): 0.11, atom 51 (H): 0.10, atom 52 (H): 0.09, atom 53 (H): 0.11, atom 54 (H): 0.14, atom 55 (H): 0.10, atom 56 (H): 0.10, atom 57 (H): 0.13, atom 58 (H): 0.12, atom 59 (H): 0.10, atom 60 (H): 0.11, atom 61 (H): 0.10, atom 62 (H): 0.06, atom 63 (H): 0.05, atom 64 (H): 0.07, atom 65 (H): 0.13, atom 66 (H): 0.12, atom 67 (H): 0.14, atom 68 (H): 0.11, atom 69 (H): 0.11, atom 70 (H): 0.10, atom 71 (H): 0.10, atom 72 (H): 0.11, atom 73 (H): 0.11, atom 74 (H): 0.05, atom 75 (H): 0.03, atom 76 (C): -0.08, atom 77 (C): -0.05, atom 78 (C): 0.00, atom 79 (C): -0.15, atom 80 (C): -0.01, atom 81 (C): -0.06, atom 82 (N): -0.35, atom 83 (O): 0.07, atom 84 (O): 0.07, atom 85 (H): 0.09, atom 86 (H): 0.10, atom 87 (H): 0.09, atom 88 (H): 0.12, atom 89 (H): 0.11, atom 90 (C): -0.07, atom 91 (C): -0.07, atom 92 (C): 0.00, atom 93 (C): -0.15, atom 94 (C): 0.00, atom 95 (C): -0.06, atom 96 (N): -0.34, atom 97 (O): 0.07, atom 98 (O): 0.08, atom 99 (H): 0.11



Record 2
Formula: C44H58N3O2S2Ti
Source: OMol25
Level of theory: the ωB97M-V functional and the def2-TZVPD basis

The geometry in ORCA input format:
```
! wB97M-V def2-TZVPD RIJCOSX def2/J DEFGRID3
* xyz -1 1
Ti -1.596 -0.759 0.377
C -0.713 -3.499 -0.188
N -1.986 -2.967 0.294
C -3.088 -3.191 -0.650
C -3.263 -2.054 -1.662
N -3.459 -0.783 -0.969
C -4.839 -0.656 -0.494
C -3.171 0.405 -1.739
C -3.408 0.505 -3.101
C -3.155 1.690 -3.784
C -2.678 2.794 -3.098
C -2.481 2.724 -1.735
C -2.731 1.543 -1.033
S -2.562 1.528 0.693
C -2.364 -3.571 1.556
C -2.106 -4.900 1.849
C -2.568 -5.479 3.021
C -3.321 -4.726 3.911
C -3.573 -3.402 3.642
C -3.093 -2.792 2.475
S -3.406 -1.131 2.185
H -0.288 -2.840 -0.943
H -0.018 -3.540 0.651
H -0.821 -4.504 -0.625
H -4.008 -3.292 -0.063
H -2.936 -4.140 -1.194
H -4.117 -2.298 -2.320
H -2.355 -1.978 -2.264
H -5.538 -0.609 -1.345
H -4.922 0.258 0.096
H -5.104 -1.495 0.148
H -3.796 -0.345 -3.650
H -3.338 1.751 -4.849
H -2.487 3.722 -3.620
H -2.122 3.572 -1.172
H -1.539 -5.514 1.161
H -2.344 -6.516 3.227
H -3.703 -5.176 4.818
H -4.138 -2.787 4.327
C 3.518 3.483 3.064
C 3.918 2.005 2.950
C 4.719 1.613 4.196
C 4.844 1.821 1.737
C 2.661 1.166 2.764
C 1.901 1.346 1.625
C 0.756 0.571 1.408
N -0.023 0.534 0.319
C 0.247 1.087 -0.895
C 0.749 2.349 -1.191
C 1.061 2.675 -2.503
C 0.962 1.672 -3.461
C 0.458 0.401 -3.215
C -0.050 0.137 -1.925
O -0.703 -0.922 -1.546
C 0.481 -0.663 -4.308
C 1.445 -0.311 -5.449
C 0.950 -1.995 -3.708
C -0.922 -0.845 -4.895
C 1.560 4.075 -2.840
C 2.933 4.296 -2.187
C 1.706 4.306 -4.349
C 0.578 5.127 -2.306
C 0.391 -0.474 2.330
O -0.552 -1.266 1.937
C 1.146 -0.612 3.520
C 2.242 0.215 3.701
C 0.784 -1.709 4.512
C 1.714 -1.744 5.730
C -0.656 -1.514 5.001
C 0.894 -3.061 3.793
H 4.401 4.119 3.137
H 2.901 3.636 3.948
H 2.942 3.789 2.195
H 5.624 2.218 4.259
H 5.013 0.567 4.143
H 4.143 1.774 5.105
H 5.771 2.379 1.878
H 4.375 2.170 0.821
H 5.089 0.768 1.612
H 2.207 2.042 0.860
H 0.833 3.083 -0.403
H 1.290 1.891 -4.459
H 2.422 -0.036 -5.056
H 1.062 0.504 -6.059
H 1.571 -1.180 -6.095
H 1.969 -1.905 -3.335
H 0.916 -2.785 -4.458
H 0.303 -2.266 -2.881
H -1.306 0.103 -5.265
H -1.596 -1.205 -4.125
H -0.903 -1.566 -5.713
H 3.650 3.567 -2.559
H 2.865 4.192 -1.107
H 3.303 5.297 -2.415
H 2.455 3.642 -4.777
H 2.026 5.332 -4.534
H 0.755 4.145 -4.854
H 0.468 5.052 -1.229
H -0.402 4.991 -2.758
H 0.936 6.129 -2.543
H 2.815 0.104 4.604
H 1.658 -0.814 6.292
H 2.745 -1.918 5.428
H 1.411 -2.556 6.389
H -0.744 -0.590 5.571
H -0.953 -2.348 5.637
H -1.340 -1.466 4.157
H 1.894 -3.185 3.376
H 0.167 -3.105 2.988
H 0.693 -3.880 4.483
*
```

Properties
HOMO level (alpha / beta) (eV): -3.5365 / -3.5364
Gap between HOMO and LUMO (alpha / beta) (eV): 5.9 / 5.9

Löwdin population analysis, charges in e, atoms 1 to 99: atom 1 (Ti): 0.88, atom 2 (C): -0.06, atom 3 (N): -0.23, atom 4 (C): -0.13, atom 5 (C): -0.17, atom 6 (N): -0.25, atom 7 (C): -0.12, atom 8 (C): -0.29, atom 9 (C): -0.04, atom 10 (C): -0.10, atom 11 (C): -0.09, atom 12 (C): -0.11, atom 13 (C): -0.60, atom 14 (S): 0.71, atom 15 (C): -0.29, atom 16 (C): -0.04, atom 17 (C): -0.11, atom 18 (C): -0.11, atom 19 (C): -0.12, atom 20 (C): -0.61, atom 21 (S): 0.71, atom 22 (H): 0.07, atom 23 (H): 0.10, atom 24 (H): 0.09, atom 25 (H): 0.12, atom 26 (H): 0.14, atom 27 (H): 0.13, atom 28 (H): 0.10, atom 29 (H): 0.10, atom 30 (H): 0.06, atom 31 (H): 0.05, atom 32 (H): 0.11, atom 33 (H): 0.10, atom 34 (H): 0.10, atom 35 (H): 0.10, atom 36 (H): 0.10, atom 37 (H): 0.09, atom 38 (H): 0.10, atom 39 (H): 0.10, atom 40 (C): -0.05, atom 41 (C): -0.56, atom 42 (C): -0.07, atom 43 (C): -0.05, atom 44 (C): -0.19, atom 45 (C): 0.03, atom 46 (C): -0.19, atom 47 (N): -0.09, atom 48 (C): -0.21, atom 49 (C): 0.01, atom 50 (C): -0.18, atom 51 (C): 0.00, atom 52 (C): -0.09, atom 53 (C): -0.27, atom 54 (O): -0.20, atom 55 (C): -0.52, atom 56 (C): -0.07, atom 57 (C): -0.04, atom 58 (C): -0.04, atom 59 (C): -0.55, atom 60 (C): -0.05, atom 61 (C): -0.07, atom 62 (C): -0.05, atom 63 (C): -0.27, atom 64 (O): -0.21, atom 65 (C): -0.09, atom 66 (C): 0.00, atom 67 (C): -0.53, atom 68 (C): -0.07, atom 69 (C): -0.03, atom 70 (C): -0.03, atom 71 (H): 0.08, atom 72 (H): 0.09, atom 73 (H): 0.07, atom 74 (H): 0.08, atom 75 (H): 0.08, atom 76 (H): 0.08, atom 77 (H): 0.08, atom 78 (H): 0.07, atom 79 (H): 0.09, atom 80 (H): 0.09, atom 81 (H): 0.11, atom 82 (H): 0.08, atom 83 (H): 0.09, atom 84 (H): 0.08, atom 85 (H): 0.08, atom 86 (H): 0.09, atom 87 (H): 0.08, atom 88 (H): 0.05, atom 89 (H): 0.08, atom 90 (H): 0.06, atom 91 (H): 0.08, atom 92 (H): 0.09, atom 93 (H): 0.07, atom 94 (H): 0.08, atom 95 (H): 0.08, atom 96 (H): 0.08, atom 97 (H): 0.08, atom 98 (H): 0.08, atom 99 (H): 0.07



Sequential relative energy (zero: lowest compared OMol25 entry of this formula, charge and spin) output: 0.00 66.54 kJ/mol
Sequential F_max output: 1.106 3.220 eV/A